{"formula": "C61H83InO4PS", "method": "wB97M-V/def2-TZVPD", "elements": ["C", "C", "C", "C", "C", "C", "C", "C", "C", "C", "C", "C", "C", "C", "C", "C", "In", "C", "C", "C", "O", "O", "P", "O", "O", "S", "H", "H", "H", "H", "H", "H", "H", "H", "H", "H", "H", "H", "H", "H", "H", "H", "H", "H", "H", "H", "H", "H", "H", "H", "H", "H", "H", "H", "H", "H", "H", "H", "H", "H", "H", "H", "H", "H", "H", "H", "H", "C", "C", "C", "C", "C", "C", "H", "H", "H", "H", "H", "H", "C", "C", "C", "C", "C", "C", "H", "H", "H", "H", "H", "H", "C", "C", "C", "C", "C", "C", "H", "H", "H", "H", "H", "H", "C", "C", "C", "C", "C", "C", "H", "H", "H", "H", "H", "H", "C", "C", "C", "C", "C", "C", "H", "H", "H", "H", "H", "H", "C", "C", "C", "C", "C", "C", "H", "H", "H", "H", "H", "H", "C", "C", "C", "C", "C", "C", "H", "H", "H", "H", "H", "H"], "positions_angstrom": [[5.682, 4.358, 1.284], [6.267, 2.952, 1.157], [6.141, 2.124, 2.447], [4.894, 1.250, 2.536], [4.844, 0.122, 1.494], [3.961, 0.435, 0.271], [2.493, 0.001, 0.470], [2.127, -1.271, -0.335], [1.716, -2.470, 0.543], [0.190, -2.607, 0.741], [-0.318, -2.120, 2.125], [-1.278, -0.912, 2.054], [-2.648, -1.173, 2.676], [-3.583, 0.039, 2.454], [-5.060, -0.352, 2.271], [-5.723, 0.148, 0.966], [-5.119, 2.184, 0.289], [-5.304, 3.765, 1.843], [-5.966, 3.305, 3.139], [-7.366, 2.814, 2.882], [-8.155, 3.415, 2.160], [-7.719, 1.649, 3.544], [-6.617, 2.697, -1.734], [-6.238, 4.038, -2.574], [-6.491, 1.554, -2.908], [-8.484, 2.763, -1.117], [6.058, 4.808, 2.200], [4.596, 4.364, 1.286], [6.045, 4.976, 0.465], [7.329, 3.055, 0.930], [5.832, 2.426, 0.312], [7.037, 1.516, 2.566], [6.114, 2.819, 3.288], [3.981, 1.842, 2.468], [4.889, 0.795, 3.527], [5.850, -0.168, 1.192], [4.400, -0.751, 1.973], [4.392, -0.063, -0.596], [3.974, 1.501, 0.056], [1.853, 0.809, 0.125], [2.297, -0.179, 1.524], [2.977, -1.589, -0.938], [1.326, -1.033, -1.029], [2.101, -3.379, 0.082], [2.222, -2.378, 1.503], [-0.055, -3.663, 0.640], [-0.299, -2.065, -0.063], [-0.837, -2.954, 2.593], [0.558, -1.876, 2.721], [-0.805, -0.053, 2.534], [-1.397, -0.626, 1.010], [-3.063, -2.043, 2.169], [-2.494, -1.354, 3.738], [-3.511, 0.660, 3.347], [-3.202, 0.580, 1.596], [-5.666, -0.052, 3.123], [-5.101, -1.445, 2.258], [-5.604, -0.594, 0.176], [-6.804, 0.190, 1.140], [-3.392, 2.100, -0.204], [-4.307, 4.139, 2.071], [-5.846, 4.606, 1.415], [-5.390, 2.541, 3.655], [-6.067, 4.148, 3.833], [-7.940, 0.981, 2.886], [-6.946, 4.665, -2.392], [-6.613, 0.703, -2.482], [-11.416, 7.572, -2.580], [-11.297, 6.194, -2.451], [-10.455, 5.653, -1.489], [-9.736, 6.493, -0.650], [-9.856, 7.871, -0.776], [-10.694, 8.411, -1.742], [-12.071, 7.992, -3.333], [-11.860, 5.539, -3.104], [-10.341, 4.581, -1.384], [-9.082, 6.065, 0.100], [-9.295, 8.525, -0.119], [-10.784, 9.486, -1.843], [7.103, -5.538, 0.090], [6.874, -4.332, -0.561], [5.966, -3.425, -0.039], [5.289, -3.718, 1.136], [5.515, -4.922, 1.788], [6.422, -5.834, 1.263], [7.812, -6.247, -0.319], [7.405, -4.099, -1.475], [5.786, -2.486, -0.547], [4.586, -3.001, 1.538], [4.986, -5.149, 2.705], [6.598, -6.775, 1.769], [-5.766, -4.816, -3.433], [-4.799, -4.783, -2.438], [-4.276, -3.568, -2.018], [-4.725, -2.385, -2.589], [-5.693, -2.418, -3.583], [-6.212, -3.633, -4.007], [-6.173, -5.764, -3.762], [-4.453, -5.705, -1.988], [-3.521, -3.540, -1.243], [-4.321, -1.437, -2.258], [-6.044, -1.494, -4.027], [-6.965, -3.659, -4.784], [3.091, -6.446, -4.484], [4.113, -7.385, -4.474], [4.982, -7.454, -3.394], [4.826, -6.587, -2.321], [3.802, -5.649, -2.330], [2.937, -5.576, -3.413], [2.414, -6.391, -5.327], [4.231, -8.064, -5.309], [5.782, -8.183, -3.388], [5.497, -6.639, -1.477], [3.681, -4.975, -1.492], [2.140, -4.843, -3.421], [10.905, -2.480, -0.208], [9.775, -2.832, 0.517], [9.263, -1.966, 1.473], [9.877, -0.742, 1.700], [11.005, -0.387, 0.973], [11.521, -1.256, 0.021], [11.304, -3.156, -0.954], [9.291, -3.780, 0.341], [8.383, -2.246, 2.038], [9.475, -0.065, 2.442], [11.482, 0.570, 1.146], [12.402, -0.978, -0.543], [10.731, 3.164, -1.512], [11.293, 4.323, -2.029], [12.252, 4.243, -3.029], [12.645, 3.005, -3.517], [12.081, 1.846, -3.001], [11.127, 1.925, -1.997], [9.984, 3.225, -0.731], [10.982, 5.289, -1.652], [12.692, 5.147, -3.430], [13.390, 2.943, -4.299], [12.385, 0.879, -3.383], [10.690, 1.021, -1.591], [-13.176, 1.262, 1.016], [-11.915, 1.789, 0.767], [-11.046, 2.047, 1.820], [-11.440, 1.768, 3.121], [-12.700, 1.239, 3.371], [-13.569, 0.988, 2.319], [-13.852, 1.064, 0.193], [-11.603, 2.000, -0.248], [-10.063, 2.464, 1.629], [-10.758, 1.963, 3.940], [-13.004, 1.021, 4.388], [-14.553, 0.578, 2.514]], "total_charge": -1, "homo_energy_ev": -4.93}

{"formula": "C62H116F30N11O24S10", "method": "wB97M-V/def2-TZVPD", "elements": ["C", "C", "C", "C", "C", "C", "N", "O", "C", "C", "C", "H", "H", "H", "H", "H", "H", "H", "H", "H", "H", "H", "H", "H", "H", "H", "H", "H", "H", "C", "C", "C", "C", "C", "C", "N", "O", "C", "C", "C", "H", "H", "H", "H", "H", "H", "H", "H", "H", "H", "H", "H", "H", "H", "H", "H", "H", "H", "C", "C", "C", "N", "C", "C", "C", "C", "C", "C", "H", "H", "H", "H", "H", "H", "H", "H", "H", "H", "H", "H", "H", "H", "H", "H", "H", "H", "H", "H", "C", "C", "C", "N", "C", "C", "C", "C", "C", "C", "H", "H", "H", "H", "H", "H", "H", "H", "H", "H", "H", "H", "H", "H", "H", "H", "H", "H", "H", "H", "C", "C", "N", "C", "C", "C", "C", "C", "O", "C", "H", "H", "H", "H", "H", "H", "H", "H", "H", "H", "H", "H", "H", "H", "H", "H", "H", "H", "H", "H", "C", "C", "N", "C", "C", "C", "C", "C", "O", "C", "H", "H", "H", "H", "H", "H", "H", "H", "H", "H", "H", "H", "H", "H", "H", "H", "H", "H", "H", "H", "C", "F", "F", "F", "S", "O", "O", "N", "S", "O", "O", "C", "F", "F", "F", "C", "F", "F", "F", "S", "O", "O", "N", "S", "O", "O", "C", "F", "F", "F", "C", "F", "F", "F", "S", "O", "O", "N", "S", "O", "O", "C", "F", "F", "F", "C", "F", "F", "F", "S", "O", "O", "N", "S", "O", "O", "C", "F", "F", "F", "C", "F", "F", "F", "S", "O", "O", "N", "S", "O", "O", "C", "F", "F", "F"], "positions_angstrom": [[-1.002, 2.725, 1.691], [0.078, 3.580, 2.402], [0.996, 4.343, 1.498], [1.779, 5.381, 2.314], [0.713, 6.405, 2.737], [-0.114, 5.829, 3.968], [-0.681, 4.532, 3.351], [-1.835, 4.407, 3.439], [-1.251, 6.789, 4.368], [0.660, 5.369, 5.344], [0.929, 2.560, 3.293], [-1.523, 2.171, 2.450], [-0.532, 1.985, 1.064], [-1.744, 3.318, 1.096], [0.395, 4.850, 0.770], [1.633, 3.605, 0.991], [2.484, 5.868, 1.715], [2.304, 4.962, 3.129], [0.029, 6.621, 1.911], [1.155, 7.392, 2.981], [-1.826, 6.552, 5.276], [-1.917, 7.043, 3.598], [-0.714, 7.680, 4.721], [0.897, 6.238, 5.993], [1.632, 4.800, 5.177], [0.016, 4.792, 5.974], [1.164, 1.714, 2.637], [0.234, 2.265, 4.068], [1.867, 3.042, 3.712], [-4.215, 7.099, -6.094], [-5.169, 6.011, -5.623], [-5.776, 5.157, -6.707], [-4.708, 4.395, -7.443], [-3.976, 3.261, -6.734], [-3.527, 3.663, -5.304], [-4.374, 4.815, -4.760], [-4.451, 4.861, -3.602], [-2.145, 4.238, -5.363], [-3.656, 2.513, -4.334], [-6.196, 6.700, -4.727], [-4.949, 7.884, -6.377], [-3.641, 6.742, -6.960], [-3.552, 7.422, -5.276], [-6.359, 5.827, -7.316], [-6.501, 4.413, -6.294], [-3.903, 4.986, -7.846], [-5.134, 4.077, -8.370], [-3.062, 2.954, -7.310], [-4.652, 2.437, -6.717], [-1.392, 3.504, -5.679], [-1.769, 4.678, -4.414], [-2.148, 5.020, -6.155], [-2.954, 1.690, -4.569], [-4.611, 2.117, -4.333], [-3.399, 2.768, -3.321], [-6.991, 6.005, -4.416], [-6.547, 7.643, -5.108], [-5.734, 7.047, -3.825], [1.312, -8.433, -2.195], [1.973, -7.265, -1.485], [2.540, -6.289, -2.587], [2.713, -4.894, -2.067], [3.580, -4.070, -2.943], [2.993, -3.775, -4.313], [1.611, -3.047, -4.125], [0.729, -3.927, -3.234], [1.406, -4.155, -1.889], [3.414, -4.885, -0.773], [0.371, -8.146, -2.638], [1.059, -9.258, -1.513], [2.023, -8.870, -2.882], [2.844, -7.627, -0.892], [1.354, -6.704, -0.858], [1.915, -6.160, -3.473], [3.554, -6.539, -2.950], [4.528, -4.614, -2.946], [3.723, -3.087, -2.449], [2.876, -4.750, -4.820], [3.757, -3.290, -4.834], [1.193, -2.913, -5.095], [1.671, -1.982, -3.788], [0.480, -4.898, -3.657], [-0.212, -3.447, -3.089], [0.743, -4.758, -1.243], [1.605, -3.181, -1.431], [2.705, -5.189, -0.055], [3.693, -3.848, -0.563], [4.328, -5.451, -0.819], [-4.385, 2.119, 2.653], [-4.995, 0.911, 1.888], [-3.826, -0.014, 1.400], [-4.295, -1.136, 0.536], [-4.972, -0.732, -0.725], [-5.256, -1.851, -1.697], [-3.985, -2.645, -2.165], [-3.212, -3.129, -0.878], [-2.997, -1.902, 0.075], [-5.102, -2.115, 1.388], [-3.848, 1.759, 3.577], [-5.136, 2.727, 3.150], [-3.756, 2.797, 2.038], [-5.614, 1.184, 1.042], [-5.607, 0.472, 2.753], [-3.212, -0.438, 2.226], [-3.166, 0.546, 0.756], [-4.375, 0.017, -1.176], [-5.851, -0.172, -0.473], [-5.721, -1.385, -2.554], [-5.964, -2.616, -1.350], [-3.359, -2.059, -2.832], [-4.349, -3.392, -2.869], [-2.215, -3.486, -1.010], [-3.825, -3.887, -0.372], [-2.511, -1.121, -0.541], [-2.571, -2.201, 0.993], [-4.465, -2.547, 2.162], [-5.581, -2.876, 0.754], [-5.890, -1.493, 1.838], [0.892, -2.232, 4.882], [0.920, -3.436, 5.714], [-0.415, -4.117, 6.186], [-0.889, -3.635, 7.512], [-1.573, -3.802, 5.216], [-2.941, -4.350, 5.491], [-0.150, -5.652, 6.279], [0.477, -6.147, 7.624], [1.713, -5.546, 7.956], [2.902, -6.112, 7.312], [0.732, -1.286, 5.407], [0.111, -2.234, 4.137], [1.870, -2.282, 4.384], [1.531, -3.203, 6.570], [1.460, -4.167, 5.166], [-1.380, -2.716, 7.270], [-0.042, -3.554, 8.249], [-1.650, -4.387, 7.814], [-1.331, -4.118, 4.207], [-1.690, -2.661, 5.238], [-3.340, -5.180, 4.931], [-3.640, -3.514, 5.356], [-3.018, -4.648, 6.546], [0.473, -5.869, 5.418], [-1.104, -6.167, 6.138], [0.508, -7.253, 7.551], [-0.161, -5.931, 8.474], [3.115, -5.675, 6.365], [2.792, -7.222, 7.096], [3.751, -5.914, 7.928], [4.145, 1.409, -1.304], [5.198, 1.427, -2.397], [4.723, 1.462, -3.830], [5.844, 2.063, -4.643], [4.562, 0.011, -4.284], [3.703, -0.079, -5.493], [3.511, 2.226, -3.991], [3.608, 3.659, -3.581], [3.423, 4.504, -4.752], [4.207, 5.657, -4.694], [3.567, 2.333, -1.206], [4.652, 1.257, -0.371], [3.461, 0.585, -1.361], [5.848, 0.539, -2.315], [5.851, 2.310, -2.262], [5.655, 3.114, -4.830], [5.731, 1.681, -5.651], [6.849, 1.829, -4.252], [4.146, -0.468, -3.461], [5.521, -0.419, -4.489], [4.188, 0.170, -6.434], [2.701, 0.332, -5.359], [3.480, -1.183, -5.515], [2.720, 1.695, -3.361], [3.196, 2.313, -5.039], [4.588, 3.837, -3.075], [2.880, 3.954, -2.871], [5.325, 5.472, -4.656], [3.932, 6.262, -3.875], [4.044, 6.076, -5.613], [-0.782, 1.287, 7.497], [-0.663, 0.014, 7.836], [-1.094, 1.980, 8.592], [0.442, 1.693, 7.087], [-1.855, 1.533, 5.967], [-1.807, 2.928, 5.828], [-1.277, 0.701, 4.920], [-3.350, 1.137, 6.235], [-3.758, -0.371, 5.871], [-4.275, -0.506, 4.554], [-2.784, -1.343, 6.391], [-5.224, -0.589, 6.916], [-5.641, -1.863, 6.944], [-4.919, -0.147, 8.156], [-6.207, 0.076, 6.322], [0.511, 7.581, -3.754], [1.667, 7.156, -4.477], [0.656, 8.805, -3.344], [-0.449, 7.463, -4.621], [0.249, 6.373, -2.315], [0.059, 5.141, -3.044], [1.409, 6.439, -1.501], [-1.002, 7.041, -1.580], [-2.468, 6.477, -1.836], [-3.141, 7.040, -2.977], [-2.602, 5.070, -1.680], [-3.243, 7.188, -0.331], [-2.625, 6.828, 0.802], [-3.371, 8.534, -0.483], [-4.487, 6.712, -0.208], [10.290, -1.285, -2.688], [10.675, -2.431, -3.232], [10.755, -1.282, -1.429], [10.816, -0.316, -3.377], [8.446, -1.027, -2.854], [8.089, 0.271, -2.342], [8.095, -1.221, -4.272], [7.995, -2.314, -1.958], [6.569, -2.579, -1.359], [5.467, -1.801, -1.953], [6.366, -4.007, -1.412], [6.457, -2.069, 0.437], [6.732, -0.786, 0.552], [5.235, -2.302, 0.823], [7.366, -2.730, 1.162], [-2.627, -7.520, 1.289], [-3.852, -7.026, 0.926], [-2.833, -8.033, 2.533], [-2.256, -8.433, 0.455], [-1.284, -6.146, 1.303], [-0.734, -6.025, 0.000], [-2.106, -5.011, 1.686], [-0.368, -6.643, 2.486], [1.204, -6.801, 2.670], [1.973, -6.637, 1.481], [1.631, -6.078, 3.839], [1.287, -8.563, 3.134], [0.699, -8.741, 4.358], [0.593, -9.292, 2.171], [2.514, -8.964, 3.326], [-0.763, 2.117, -2.088], [-0.937, 2.622, -3.253], [0.379, 2.525, -1.550], [-1.733, 2.390, -1.224], [-0.654, 0.261, -2.194], [-1.987, -0.253, -2.519], [0.371, 0.001, -3.167], [-0.353, -0.160, -0.678], [1.051, -0.348, -0.058], [2.008, -1.158, -0.749], [1.558, 0.864, 0.535], [0.556, -1.497, 1.323], [0.167, -2.701, 0.785], [1.648, -1.810, 2.054], [-0.431, -1.082, 2.147]], "total_charge": 1, "homo_energy_ev": -11.04}

no.,orbital gap (eV),E_LUMO (eV),energy (Ha)
1,6.6,1.69,-3604.871572
2,7.0,-4.09,-11817.285564